No. 1
Molecular formula: C20H30N3O2OsP
Method: DFT, ωB97M-V with the def2-TZVPD basis set

Geometry (Å):
N 0.419 1.470 -0.980
C 0.654 2.619 -0.932
C 0.797 4.032 -1.033
H -0.193 4.501 -1.110
H 1.393 4.288 -1.917
H 1.306 4.420 -0.141
N 2.179 -1.576 -1.466
C 3.175 -2.175 -1.527
C 4.375 -2.950 -1.641
H 5.023 -2.483 -2.392
H 4.112 -3.969 -1.950
H 4.898 -2.985 -0.676
N -1.329 -1.528 -1.181
C -2.364 -2.018 -0.988
C -3.656 -2.637 -0.983
H -3.678 -3.443 -0.245
H -3.859 -3.055 -1.974
H -4.428 -1.902 -0.737
Os 0.770 -0.408 -0.238
C 0.727 -2.135 0.622
O 0.697 -3.156 1.174
C 2.328 0.220 0.561
O 3.266 0.623 1.122
C 1.092 0.905 -3.594
C -0.302 0.972 -3.483
C -1.060 -0.190 -3.525
C -0.428 -1.434 -3.665
C 0.951 -1.500 -3.799
C 1.714 -0.323 -3.773
H 1.689 1.823 -3.636
H -0.813 1.942 -3.436
H -2.152 -0.124 -3.502
H -1.015 -2.354 -3.736
H 1.429 -2.471 -3.964
H 2.794 -0.365 -3.935
C 1.297 -0.234 3.872
C -0.113 -0.407 3.322
P -0.465 0.314 1.645
C -2.281 -0.016 1.550
C -3.194 0.408 2.702
C -0.381 2.126 1.970
C -0.784 2.702 3.327
H 1.999 -0.884 3.336
H 1.328 -0.528 4.932
H 1.658 0.802 3.794
H -0.354 -1.473 3.249
H -0.842 -0.003 4.031
H -2.616 0.464 0.623
H -2.376 -1.093 1.381
H -3.296 1.493 2.772
H -4.207 0.016 2.537
H -2.871 0.026 3.678
H 0.648 2.425 1.740
H -0.997 2.589 1.189
H -0.215 2.280 4.162
H -0.599 3.785 3.333
H -1.848 2.575 3.537

Properties
Total energy in eV: -41499.08290
LUMO energy (alpha / beta) in eV: -13.47 / -18.12
Charge: +4
Expectation value of S²: 6.0214
Spin multiplicity: 5
Frontier orbital gap (alpha / beta) in eV: 5.12 / 3.62

Here are the Mulliken charges for atoms 1 to 6, given in e: -0.489 0.695 -1.275 0.373 0.423 0.402

No. 2
Molecular formula: C20H30N4O3S
Method: DFT, ωB97M-V with the def2-TZVPD basis set

Geometry (Å):
C 0.225 2.109 -4.393
N 0.906 1.687 -3.188
C 1.767 2.696 -2.616
S 1.717 0.205 -3.339
O 3.109 0.416 -3.630
O 0.954 -0.622 -4.226
C 1.556 -0.440 -1.679
C 2.630 -0.346 -0.798
C 2.541 -0.850 0.485
C 1.345 -1.458 0.842
C 0.255 -1.553 -0.061
C 0.359 -1.030 -1.344
N -0.778 -2.203 0.557
C -0.356 -2.498 1.757
C -1.212 -3.209 2.745
C -1.720 -2.304 3.875
C -2.328 -0.957 3.481
O -2.421 -0.074 4.312
N -2.790 -0.843 2.221
C -3.213 0.432 1.688
C -2.106 1.114 0.871
C -2.645 2.377 0.198
C -1.546 3.088 -0.586
C -0.394 3.453 0.344
C 0.172 2.188 0.979
C -0.915 1.463 1.765
N 0.924 -2.077 1.992
C 1.681 -2.200 3.206
H -0.540 2.841 -4.131
H 0.912 2.547 -5.125
H -0.242 1.229 -4.828
H 2.624 2.912 -3.263
H 2.133 2.331 -1.658
H 1.190 3.606 -2.459
H 3.537 0.115 -1.154
H 3.370 -0.776 1.171
H -0.439 -1.097 -2.064
H -0.655 -4.039 3.188
H -2.054 -3.630 2.194
H -2.485 -2.842 4.440
H -0.916 -2.074 4.577
H -2.547 -1.539 1.530
H -3.492 1.060 2.537
H -4.093 0.268 1.058
H -1.768 0.419 0.094
H -3.038 3.050 0.963
H -3.467 2.113 -0.471
H -1.952 3.989 -1.053
H -1.174 2.431 -1.376
H 0.388 3.977 -0.209
H -0.756 4.123 1.128
H 1.003 2.439 1.643
H 0.553 1.530 0.194
H -1.257 2.093 2.588
H -0.503 0.551 2.202
H 1.537 -1.323 3.844
H 2.739 -2.287 2.963
H 1.371 -3.090 3.751

Properties
SMILES string: CN(C)S(=O)(=O)c1ccc2c(c1)nc(CCC(=O)NCC1CCCCC1)n2C
Total energy in eV: -44166.61414
LUMO energy in eV: 0.41
Energy above the lowest of the compared OMol25 structures with the same formula, charge and spin in kcal/mol: 27.1
Charge: 0
Frontier orbital gap in eV: 9.43

Here are the Mulliken charges for atoms 1 to 6, given in e: -1.128 0.309 -1.117 1.391 -0.755 -0.752

No. 3
Molecular formula: C20H30N4O4
Method: DFT, ωB97M-V with the def2-TZVPD basis set

Geometry (Å):
C 5.419 -4.466 -4.001
O 4.132 -4.025 -3.623
C 3.813 -2.725 -3.909
C 4.665 -1.814 -4.519
C 4.227 -0.525 -4.776
C 2.943 -0.098 -4.443
N 2.555 1.214 -4.673
C 2.095 -1.021 -3.804
C 0.710 -0.613 -3.411
O 0.058 0.209 -4.044
N 0.204 -1.225 -2.311
C -1.079 -0.841 -1.741
C -1.137 0.616 -1.290
C -2.365 0.904 -0.452
O -3.496 0.559 -1.217
C -2.301 0.325 0.991
N -2.061 1.687 1.460
C -1.818 2.287 2.643
O -1.777 3.504 2.734
C -1.548 1.342 3.822
N -2.654 0.403 3.926
C -3.886 1.100 4.263
C -2.441 -0.714 4.828
C -0.097 0.805 3.670
C 0.376 1.993 4.538
C -1.069 2.155 5.052
C -2.351 2.320 0.182
C 2.538 -2.315 -3.557
H 5.481 -5.510 -3.707
H 5.567 -4.388 -5.082
H 6.203 -3.902 -3.488
H 5.669 -2.093 -4.808
H 4.903 0.175 -5.254
H 1.556 1.333 -4.772
H 3.100 1.698 -5.366
H 0.844 -1.742 -1.735
H -1.862 -1.020 -2.476
H -1.268 -1.511 -0.899
H -0.252 0.856 -0.694
H -1.134 1.268 -2.163
H -4.291 0.763 -0.713
H -3.246 -0.095 1.341
H -1.498 -0.383 1.205
H -4.726 0.407 4.207
H -3.866 1.532 5.275
H -4.068 1.913 3.558
H -3.334 -1.340 4.818
H -1.607 -1.330 4.498
H -2.262 -0.409 5.870
H 0.041 -0.139 4.194
H 0.293 0.710 2.656
H 1.152 1.784 5.271
H 0.672 2.846 3.931
H -1.459 3.164 5.151
H -1.232 1.593 5.973
H -1.584 3.009 -0.173
H -3.323 2.821 0.163
H 1.876 -3.050 -3.115

Properties
SMILES string: COc1ccc(N)c(C(=O)NCCC2(O)CN(C(=O)C3(N(C)C)CCC3)C2)c1
Total energy in eV: -35376.57099
LUMO energy in eV: 0.50
Energy above the lowest of the compared OMol25 structures with the same formula, charge and spin in kcal/mol: 64.8
Charge: 0
Frontier orbital gap in eV: 8.13

Here are the Mulliken charges for atoms 1 to 6, given in e: -0.879 -0.427 0.511 -0.637 -0.978 0.307

Copy entry 1 word for word.
Molecular formula: C20H30N3O2OsP
Method: DFT, ωB97M-V with the def2-TZVPD basis set

Geometry (Å):
N 0.419 1.470 -0.980
C 0.654 2.619 -0.932
C 0.797 4.032 -1.033
H -0.193 4.501 -1.110
H 1.393 4.288 -1.917
H 1.306 4.420 -0.141
N 2.179 -1.576 -1.466
C 3.175 -2.175 -1.527
C 4.375 -2.950 -1.641
H 5.023 -2.483 -2.392
H 4.112 -3.969 -1.950
H 4.898 -2.985 -0.676
N -1.329 -1.528 -1.181
C -2.364 -2.018 -0.988
C -3.656 -2.637 -0.983
H -3.678 -3.443 -0.245
H -3.859 -3.055 -1.974
H -4.428 -1.902 -0.737
Os 0.770 -0.408 -0.238
C 0.727 -2.135 0.622
O 0.697 -3.156 1.174
C 2.328 0.220 0.561
O 3.266 0.623 1.122
C 1.092 0.905 -3.594
C -0.302 0.972 -3.483
C -1.060 -0.190 -3.525
C -0.428 -1.434 -3.665
C 0.951 -1.500 -3.799
C 1.714 -0.323 -3.773
H 1.689 1.823 -3.636
H -0.813 1.942 -3.436
H -2.152 -0.124 -3.502
H -1.015 -2.354 -3.736
H 1.429 -2.471 -3.964
H 2.794 -0.365 -3.935
C 1.297 -0.234 3.872
C -0.113 -0.407 3.322
P -0.465 0.314 1.645
C -2.281 -0.016 1.550
C -3.194 0.408 2.702
C -0.381 2.126 1.970
C -0.784 2.702 3.327
H 1.999 -0.884 3.336
H 1.328 -0.528 4.932
H 1.658 0.802 3.794
H -0.354 -1.473 3.249
H -0.842 -0.003 4.031
H -2.616 0.464 0.623
H -2.376 -1.093 1.381
H -3.296 1.493 2.772
H -4.207 0.016 2.537
H -2.871 0.026 3.678
H 0.648 2.425 1.740
H -0.997 2.589 1.189
H -0.215 2.280 4.162
H -0.599 3.785 3.333
H -1.848 2.575 3.537

Properties
Total energy in eV: -41499.08290
LUMO energy (alpha / beta) in eV: -13.47 / -18.12
Charge: +4
Expectation value of S²: 6.0214
Spin multiplicity: 5
Frontier orbital gap (alpha / beta) in eV: 5.12 / 3.62

Here are the Mulliken charges for atoms 1 to 6, given in e: -0.489 0.695 -1.275 0.373 0.423 0.402

Among the records above, which one has the lowest total energy? C20H30N4O3S